1.
C23H58O6SSi4 | the ωB97M-V functional and the def2-TZVPD basis

Results
* molecular weight: 575.1 g mol⁻¹

Last columns: bonded neighbours and bond lengths (Å).
CARTESIAN COORDINATES (ANGSTROEM)
1 C 0.467 -0.485 -0.758  C2 1.544, H17 1.091, H18 1.088, H19 1.088
2 C 0.741 0.582 -1.840  C1 1.544, C3 1.531, H20 1.091, H21 1.089
3 C 0.276 0.217 -3.252  C2 1.531, C4 1.528, H22 1.094, H23 1.091
4 C -1.122 -0.394 -3.349  C3 1.528, C5 1.523, H24 1.091, H25 1.093
5 C -2.196 0.463 -2.692  C4 1.523, C6 1.529, H26 1.092, H27 1.095
6 C -3.623 -0.016 -2.962  C5 1.529, C7 1.544, C13 1.526, H28 1.091
7 C -3.790 -1.522 -2.665  C6 1.544, S8 1.788, H29 1.088, H30 1.088
8 S -5.289 -2.095 -1.876  C7 1.788, O9 1.426, O10 1.430, O11 1.595
9 O -6.313 -2.289 -2.848  S8 1.426
10 O -4.903 -3.180 -1.028  S8 1.430
11 O -5.751 -0.903 -0.922  S8 1.595, C12 1.430
12 C -4.945 0.276 -0.845  O11 1.430, C13 1.519, H31 1.088, H32 1.094
13 C -4.633 0.851 -2.216  C6 1.526, C12 1.519, O14 1.405, H33 1.096
14 O -5.797 0.952 -2.997  C13 1.405, C15 1.415
15 C -6.640 2.050 -2.704  O14 1.415, C16 1.522, H34 1.094, H35 1.088
16 C -6.037 3.388 -3.108  C15 1.522, H36 1.092, H37 1.088, H38 1.087
17 H -0.316 -0.156 -0.073  C1 1.091
18 H 1.351 -0.651 -0.146  C1 1.088
19 H 0.149 -1.439 -1.173  C1 1.088
20 H 0.275 1.518 -1.528  C2 1.091
21 H 1.815 0.758 -1.864  C2 1.089
22 H 0.281 1.123 -3.864  C3 1.094
23 H 0.998 -0.461 -3.712  C3 1.091
24 H -1.098 -1.407 -2.945  C4 1.091
25 H -1.380 -0.496 -4.407  C4 1.093
26 H -2.019 0.584 -1.621  C5 1.092
27 H -2.117 1.460 -3.136  C5 1.095
28 H -3.827 0.145 -4.022  C6 1.091
29 H -3.803 -2.090 -3.593  C7 1.088
30 H -2.990 -1.918 -2.044  C7 1.088
31 H -5.531 0.985 -0.265  C12 1.088
32 H -4.021 0.082 -0.293  C12 1.094
33 H -4.170 1.828 -2.037  C13 1.096
34 H -6.928 2.057 -1.648  C15 1.094
35 H -7.551 1.872 -3.271  C15 1.088
36 H -5.284 3.725 -2.392  C16 1.092
37 H -5.546 3.292 -4.075  C16 1.088
38 H -6.809 4.152 -3.144  C16 1.087
39 C 4.852 4.518 1.190  Si40 1.870, H48 1.092, H49 1.092, H50 1.092
40 Si 4.798 3.512 -0.385  C39 1.870, C41 1.871, C42 1.865, O43 1.645
41 C 4.304 1.754 0.027  Si40 1.871, H51 1.092, H52 1.093, H53 1.092
42 C 3.527 4.245 -1.535  Si40 1.865, H54 1.092, H55 1.092, H56 1.092
43 O 6.269 3.529 -1.121  Si40 1.645, Si44 1.648
44 Si 7.836 3.103 -0.844  O43 1.648, C45 1.864, C46 1.870, C47 1.870
45 C 8.852 3.536 -2.345  Si44 1.864, H57 1.092, H58 1.092, H59 1.092
46 C 7.953 1.263 -0.527  Si44 1.870, H60 1.092, H61 1.092, H62 1.092
47 C 8.500 4.027 0.640  Si44 1.870, H63 1.092, H64 1.092, H65 1.092
48 H 5.513 4.064 1.931  C39 1.092
49 H 3.854 4.588 1.630  C39 1.092
50 H 5.209 5.532 0.996  C39 1.092
51 H 4.338 1.123 -0.864  C41 1.092
52 H 3.286 1.730 0.424  C41 1.093
53 H 4.968 1.319 0.776  C41 1.092
54 H 3.454 3.675 -2.463  C42 1.092
55 H 3.772 5.278 -1.790  C42 1.092
56 H 2.546 4.237 -1.054  C42 1.092
57 H 8.495 3.008 -3.232  C45 1.092
58 H 9.894 3.255 -2.180  C45 1.092
59 H 8.817 4.607 -2.552  C45 1.092
60 H 7.442 0.984 0.397  C46 1.092
61 H 8.998 0.960 -0.437  C46 1.092
62 H 7.505 0.695 -1.345  C46 1.092
63 H 7.985 3.733 1.557  C47 1.092
64 H 8.380 5.105 0.517  C47 1.092
65 H 9.564 3.818 0.771  C47 1.092
66 C -0.794 -2.260 1.932  Si67 1.873, H75 1.092, H76 1.092, H77 1.092
67 Si -2.212 -3.465 2.149  C66 1.873, C68 1.870, C69 1.859, O70 1.649
68 C -3.796 -2.499 2.384  Si67 1.870, H78 1.091, H79 1.092, H80 1.093
69 C -2.361 -4.525 0.629  Si67 1.859, H81 1.091, H82 1.093, H83 1.090
70 O -1.932 -4.427 3.458  Si67 1.649, Si71 1.645
71 Si -1.690 -4.323 5.081  O70 1.645, C72 1.864, C73 1.870, C74 1.871
72 C -1.441 -6.039 5.766  Si71 1.864, H84 1.092, H85 1.092, H86 1.092
73 C -3.174 -3.539 5.906  Si71 1.870, H87 1.092, H88 1.092, H89 1.092
74 C -0.171 -3.290 5.441  Si71 1.871, H90 1.092, H91 1.092, H92 1.092
75 H -0.736 -1.556 2.765  C66 1.092
76 H -0.927 -1.683 1.014  C66 1.092
77 H 0.162 -2.785 1.867  C66 1.092
78 H -4.633 -3.167 2.593  C68 1.091
79 H -4.036 -1.944 1.474  C68 1.092
80 H -3.714 -1.787 3.209  C68 1.093
81 H -3.195 -5.223 0.718  C69 1.091
82 H -1.451 -5.101 0.448  C69 1.093
83 H -2.555 -3.898 -0.241  C69 1.090
84 H -2.312 -6.669 5.580  C72 1.092
85 H -1.282 -5.988 6.845  C72 1.092
86 H -0.571 -6.522 5.317  C72 1.092
87 H -3.299 -2.499 5.595  C73 1.092
88 H -3.058 -3.553 6.992  C73 1.092
89 H -4.091 -4.077 5.655  C73 1.092
90 H -0.314 -2.253 5.132  C74 1.092
91 H 0.702 -3.682 4.914  C74 1.092
92 H 0.047 -3.296 6.511  C74 1.092

2.
C5H6BrFO3 | the ωB97M-V functional and the def2-TZVPD basis

Results
* energy relative to the best compared isomer or geometry (same formula, charge and spin): 2.678 eV
* molecular weight: 213.0 g mol⁻¹

Last columns: bonded neighbours and bond lengths (Å).
CARTESIAN COORDINATES (ANGSTROEM)
1 O 0.593 1.147 1.573  C2 1.397, H11 0.898
2 C 0.597 0.157 0.588  O1 1.397, C3 1.560, H12 1.057, H13 1.034
3 C -0.587 0.505 -0.367  C2 1.560, C4 1.574, O10 1.432, H14 1.034
4 C -0.693 -0.586 -1.497  C3 1.574, O5 1.400, H15 1.123, H16 1.103
5 O 0.093 0.002 -2.496  C4 1.400, C6 1.410
6 C 0.423 1.336 -2.181  O5 1.410, C7 1.359, O10 1.336
7 C 1.305 2.164 -2.799  C6 1.359, F8 1.347, Br9 1.839
8 F 1.638 3.403 -2.390  C7 1.347
9 Br 1.612 1.899 -4.592  C7 1.839
10 O -0.106 1.691 -1.007  C3 1.432, C6 1.336
11 H 1.043 1.884 1.328  O1 0.898
12 H 1.453 0.068 -0.025  C2 1.057
13 H 0.344 -0.706 1.099  C2 1.034
14 H -1.523 0.806 -0.045  C3 1.034
15 H -1.756 -0.712 -1.835  C4 1.123
16 H -0.183 -1.531 -1.244  C4 1.103

3.
C20H48N2O6P | the ωB97M-V functional and the def2-TZVPD basis

Results
* net charge: +1
* molecular weight: 443.6 g mol⁻¹

Last columns: bonded neighbours and bond lengths (Å).
CARTESIAN COORDINATES (ANGSTROEM)
1 C -2.367 -3.414 0.798  C2 1.532, H12 1.091, H13 1.089, H14 1.090
2 C -1.510 -4.077 -0.285  C1 1.532, P3 1.850, H15 1.094, H16 1.090
3 P -2.121 -3.602 -1.965  C2 1.850, C4 1.839, C6 1.881
4 C -2.110 -1.765 -1.902  P3 1.839, C5 1.524, H17 1.092, H18 1.095
5 C -0.846 -1.019 -1.492  C4 1.524, H19 1.092, H20 1.093, H21 1.091
6 C -0.637 -3.917 -3.077  P3 1.881, C7 1.514, N11 1.471, H22 1.101
7 C 0.705 -4.018 -2.383  C6 1.514, N8 1.509, H23 1.088, H24 1.087
8 N 1.768 -4.132 -3.448  C7 1.509, C9 1.521, H25 1.019, H26 1.020
9 C 1.532 -5.277 -4.422  N8 1.521, C10 1.522, H27 1.087, H28 1.087
10 C 0.212 -5.997 -4.182  C9 1.522, N11 1.459, H29 1.092, H30 1.096
11 N -0.908 -5.106 -3.899  C6 1.471, C10 1.459, H31 1.012
12 H -3.427 -3.623 0.641  C1 1.091
13 H -2.096 -3.799 1.780  C1 1.089
14 H -2.240 -2.332 0.815  C1 1.090
15 H -1.643 -5.160 -0.212  C2 1.094
16 H -0.456 -3.871 -0.096  C2 1.090
17 H -2.945 -1.490 -1.255  C4 1.092
18 H -2.408 -1.457 -2.910  C4 1.095
19 H -0.045 -1.154 -2.222  C5 1.092
20 H -0.484 -1.320 -0.506  C5 1.093
21 H -1.027 0.055 -1.442  C5 1.091
22 H -0.595 -3.034 -3.732  C6 1.101
23 H 0.803 -4.891 -1.741  C7 1.088
24 H 0.923 -3.123 -1.806  C7 1.087
25 H 2.690 -4.236 -3.029  N8 1.019
26 H 1.781 -3.249 -3.958  N8 1.020
27 H 1.612 -4.868 -5.425  C9 1.087
28 H 2.348 -5.981 -4.280  C9 1.087
29 H 0.004 -6.530 -5.112  C10 1.092
30 H 0.356 -6.762 -3.410  C10 1.096
31 H -1.660 -5.639 -3.482  N11 1.012
32 C -0.097 4.155 -4.028  O33 1.407, H41 1.095, H42 1.089, H43 1.097
33 O -0.479 4.379 -2.692  C32 1.407, C34 1.410
34 C -1.348 3.416 -2.140  O33 1.410, C35 1.511, H44 1.098, H45 1.099
35 C -1.007 3.103 -0.702  C34 1.511, O36 1.419, H46 1.095, H47 1.090
36 O 0.186 2.358 -0.512  C35 1.419, C37 1.418
37 C 1.434 2.990 -0.748  O36 1.418, C38 1.512, H48 1.092, H49 1.095
38 C 1.816 4.016 0.295  C37 1.512, O39 1.409, H50 1.100, H51 1.094
39 O 1.001 5.164 0.249  C38 1.409, C40 1.414
40 C 0.513 5.590 1.506  O39 1.414, H52 1.096, H53 1.089, H54 1.096
41 H -0.864 4.491 -4.734  C32 1.095
42 H 0.814 4.724 -4.209  C32 1.089
43 H 0.107 3.094 -4.214  C32 1.097
44 H -1.325 2.492 -2.733  C34 1.098
45 H -2.379 3.796 -2.155  C34 1.099
46 H -1.800 2.444 -0.333  C35 1.095
47 H -1.020 4.008 -0.094  C35 1.090
48 H 1.499 3.404 -1.756  C37 1.092
49 H 2.168 2.182 -0.665  C37 1.095
50 H 2.864 4.299 0.116  C38 1.100
51 H 1.757 3.546 1.281  C38 1.094
52 H 0.167 4.742 2.107  C40 1.096
53 H -0.329 6.255 1.318  C40 1.089
54 H 1.275 6.142 2.067  C40 1.096
55 C 3.368 1.005 2.751  O56 1.407, H64 1.096, H65 1.090, H66 1.095
56 O 2.407 1.033 3.777  C55 1.407, C57 1.416
57 C 2.003 2.326 4.190  O56 1.416, C58 1.512, H67 1.095, H68 1.098
58 C 0.516 2.397 4.456  C57 1.512, O59 1.421, H69 1.093, H70 1.091
59 O -0.310 2.310 3.303  C58 1.421, C60 1.416
60 C -0.495 1.038 2.710  O59 1.416, C61 1.512, H71 1.093, H72 1.094
61 C -1.394 0.104 3.489  C60 1.512, O62 1.412, H73 1.101, H74 1.096
62 O -0.799 -0.337 4.690  C61 1.412, C63 1.411
63 C -1.638 -0.300 5.824  O62 1.411, H75 1.095, H76 1.089, H77 1.095
64 H 4.382 1.164 3.134  C55 1.096
65 H 3.323 0.019 2.287  C55 1.090
66 H 3.163 1.762 1.986  C55 1.095
67 H 2.275 3.072 3.437  C57 1.095
68 H 2.519 2.592 5.122  C57 1.098
69 H 0.321 3.393 4.863  C58 1.093
70 H 0.230 1.661 5.210  C58 1.091
71 H 0.459 0.556 2.481  C60 1.093
72 H -0.997 1.240 1.760  C60 1.094
73 H -1.597 -0.766 2.845  C61 1.101
74 H -2.350 0.602 3.687  C61 1.096
75 H -2.226 0.623 5.857  C63 1.095
76 H -0.999 -0.340 6.705  C63 1.089
77 H -2.324 -1.154 5.850  C63 1.095

How do the records compare in HOMO-LUMO gap? In the order shown, they have 10.336 9.027 7.496 eV.